C28H22AuBr2N3O6S | ωB97M-V with the def2-TZVPD basis set

The geometry in XYZ format:
```
63
Properties=species:S:1:pos:R:3:mulliken_charge:R:1
Au 0.85 -0.60 0.65 1.256
Br -1.39 2.58 -5.70 -0.229
C -1.09 1.47 -4.19 -0.081
C 0.07 1.62 -3.45 -0.653
C 0.30 0.81 -2.35 0.118
C -0.64 -0.16 -1.97 0.215
C -1.82 -0.27 -2.71 -0.180
C -2.04 0.53 -3.83 -0.836
N -0.37 -1.00 -0.89 -0.321
C -1.04 -2.22 -0.79 -0.374
C -0.28 -3.16 0.12 0.299
C -0.59 -4.50 0.23 -0.914
C 0.17 -5.29 1.09 -0.455
C 1.20 -4.72 1.80 -0.943
C 1.47 -3.37 1.65 0.079
N 0.74 -2.62 0.82 0.061
H 0.81 2.36 -3.73 0.476
H 1.21 0.92 -1.79 0.013
H -2.59 -0.97 -2.42 0.530
H -2.95 0.43 -4.40 0.421
H -1.19 -2.68 -1.76 0.919
H -1.41 -4.90 -0.34 0.590
H -0.06 -6.34 1.19 0.448
H 1.81 -5.30 2.48 0.438
H 2.26 -2.87 2.17 0.376
C 4.11 3.53 -2.84 -1.597
C 4.09 2.56 -1.69 1.060
C 3.94 1.19 -1.91 -0.602
C 3.86 0.30 -0.85 -0.431
C 3.94 0.79 0.45 0.094
C 4.13 2.14 0.69 -0.658
C 4.20 3.02 -0.38 -0.658
S 3.69 -0.31 1.81 1.325
O 4.44 0.17 2.92 -0.786
O 3.89 -1.65 1.31 -0.715
N 2.10 -0.22 2.20 -0.352
C 1.68 1.07 2.75 -0.698
C 1.14 2.00 1.67 0.652
O 1.03 3.19 1.79 -0.662
O 0.75 1.36 0.55 -0.627
H 4.43 3.04 -3.76 0.379
H 4.79 4.36 -2.65 0.452
H 3.12 3.95 -3.00 0.269
H 3.87 0.82 -2.93 0.365
H 3.74 -0.76 -1.02 0.501
H 4.22 2.50 1.71 0.438
H 4.33 4.08 -0.19 0.407
H 2.49 1.56 3.30 0.386
H 0.86 0.90 3.46 0.305
Br -4.53 -4.31 0.89 -0.172
C -5.06 -2.51 1.17 0.291
C -6.40 -2.26 1.42 -0.471
C -6.80 -0.96 1.68 -0.487
C -5.88 0.08 1.70 -0.733
C -4.54 -0.19 1.47 -0.436
C -4.12 -1.49 1.19 0.208
C -2.67 -1.70 0.93 0.672
O -2.44 -2.14 -0.31 -0.098
O -1.80 -1.46 1.73 -0.559
H -7.11 -3.07 1.43 0.414
H -7.85 -0.76 1.87 0.383
H -6.20 1.09 1.91 0.402
H -3.81 0.60 1.49 0.484
```

Orbital gap   0.2713 hartree
Relative energy (zero: lowest compared OMol25 entry of this formula, charge and spin)   0.0 kcal per mole
Charge   0

***

C28H22BrCsN10O | ωB97M-V with the def2-TZVPD basis set

The geometry in XYZ format:
```
63
Properties=species:S:1:pos:R:3:mulliken_charge:R:1
Cs 0.07 -0.21 0.08 1.089
C -6.01 -1.50 0.24 -0.530
C -5.50 -0.83 -0.86 -0.639
C -4.18 -1.01 -1.25 -0.111
C -3.34 -1.89 -0.55 -0.221
C -3.86 -2.54 0.57 0.138
C -5.18 -2.35 0.96 -0.661
N -2.00 -2.04 -0.91 -0.354
C -1.64 -3.13 -1.58 0.062
C -2.62 -4.09 -2.05 -0.416
C -2.30 -5.19 -2.77 -0.699
C -0.96 -5.48 -3.11 -0.838
C 0.01 -4.62 -2.70 -0.379
C -0.27 -3.45 -1.93 0.337
N 0.77 -2.64 -1.55 0.706
N 1.94 -3.01 -1.84 -0.856
C 2.99 -2.16 -1.48 -0.139
C 4.27 -2.70 -1.69 -0.232
C 5.38 -1.94 -1.41 -0.506
C 5.20 -0.65 -0.92 -0.661
C 3.91 -0.20 -0.72 -0.242
N 2.82 -0.92 -0.99 -0.035
H -7.04 -1.36 0.55 0.399
H -6.14 -0.16 -1.43 0.440
H -3.79 -0.50 -2.11 0.480
H -3.22 -3.21 1.12 0.451
H -5.56 -2.88 1.83 0.392
H -3.66 -3.89 -1.82 0.338
H -3.09 -5.86 -3.09 0.380
H -0.71 -6.36 -3.70 0.368
H 1.04 -4.80 -2.94 0.414
H 4.34 -3.70 -2.09 0.455
H 6.37 -2.33 -1.57 0.385
H 6.04 -0.01 -0.69 0.414
H 3.73 0.81 -0.35 0.417
O -6.62 1.80 1.51 -0.527
C -5.30 1.77 1.24 0.799
C -4.72 2.48 0.20 -0.423
C -3.36 2.36 0.01 -0.654
N -2.56 1.61 0.77 -0.265
C -3.14 0.96 1.75 0.181
Br -2.03 -0.09 2.91 -0.203
C -4.49 0.98 2.05 -0.434
H -7.08 2.35 0.86 0.312
H -5.31 3.11 -0.45 0.355
H -2.88 2.89 -0.81 0.393
H -4.90 0.40 2.86 0.403
N 2.66 4.60 0.54 0.086
C 1.59 3.92 0.10 -0.264
N 1.56 2.73 0.66 -0.117
C 2.67 2.74 1.45 0.132
N 3.36 3.86 1.40 -0.646
C 3.09 1.59 2.27 0.265
C 4.33 1.59 2.91 -0.202
N 4.73 0.58 3.66 -0.632
C 3.90 -0.46 3.74 -0.305
C 2.69 -0.48 3.06 -0.277
N 2.28 0.54 2.33 -0.068
H 2.95 5.54 0.32 0.184
H 0.88 4.31 -0.61 0.481
H 5.00 2.44 2.82 0.485
H 4.22 -1.29 4.36 0.392
H 2.04 -1.35 3.12 0.402
```

Orbital gap   0.2183 hartree
Relative energy (zero: lowest compared OMol25 entry of this formula, charge and spin)   1.4 kcal per mole
Charge   0

***

C28H22Cl3NO2RhSi | ωB97M-V with the def2-TZVPD basis set

The geometry in XYZ format:
```
58
Properties=species:S:1:pos:R:3:mulliken_spin:R:1
Rh 1.33 0.62 -0.65 1.689
C 4.56 1.61 1.77 -0.017
C 3.72 0.71 0.87 0.523
O 3.21 1.20 -0.20 0.199
C 3.68 -0.70 1.31 0.011
C 4.64 -1.25 2.14 0.234
C 4.64 -2.57 2.52 0.192
C 3.76 -3.46 2.02 0.125
C 2.81 -3.03 1.13 0.181
C 2.67 -1.65 0.84 0.258
O 1.64 -1.29 0.08 0.277
H 4.16 1.47 2.78 0.016
H 4.47 2.68 1.48 0.005
H 5.57 1.32 1.80 0.017
H 5.52 -0.70 2.45 0.034
H 5.40 -2.88 3.26 0.002
H 3.72 -4.52 2.40 0.016
H 2.07 -3.71 0.73 -0.003
C -1.96 -2.70 -4.19 0.032
C -2.29 -3.11 -2.91 -0.003
C -1.96 -2.36 -1.76 0.015
C -1.46 -1.06 -1.90 0.026
C -1.24 -0.57 -3.23 0.059
C -1.33 -1.41 -4.33 -0.007
Si -0.92 0.01 -0.50 -0.024
C -1.34 -0.79 1.27 0.046
C -2.64 -1.21 1.46 -0.012
C -3.14 -1.84 2.62 0.001
C -2.22 -2.02 3.66 0.000
C -0.96 -1.44 3.60 -0.003
C -0.51 -0.92 2.38 -0.003
C -2.30 1.34 -0.56 0.055
C -2.64 1.94 -1.75 0.005
C -3.61 2.95 -1.79 -0.009
C -4.05 3.55 -0.64 0.029
C -3.57 3.05 0.60 -0.009
C -2.67 1.98 0.64 0.013
H -2.24 -3.38 -5.03 0.001
H -2.70 -4.11 -2.75 0.000
H -2.20 -2.75 -0.77 0.000
H -0.74 0.40 -3.30 -0.001
H -1.01 -0.99 -5.25 0.000
H -3.34 -1.07 0.65 -0.001
H -4.15 -2.22 2.67 0.000
H -2.47 -2.68 4.59 0.000
H -0.25 -1.59 4.43 -0.001
H 0.50 -0.57 2.25 0.012
H -2.17 1.67 -2.68 0.004
H -4.13 3.07 -2.74 0.000
H -4.71 4.41 -0.67 0.001
H -3.88 3.51 1.54 0.000
H -2.49 1.56 1.62 0.000
Cl 0.76 4.74 -4.11 0.002
C 1.65 4.54 -2.51 -0.002
Cl 3.40 4.73 -2.78 0.005
Cl 1.23 5.87 -1.28 0.009
C 1.23 3.30 -1.91 0.088
N 0.96 2.30 -1.38 -0.086
```

Spin multiplicity   5
Orbital gap (alpha / beta)   0.1808 / 0.1888 hartree
Charge   +1

***

C28H22Cl5N3O4S2W | ωB97M-V with the def2-TZVPD basis set

The geometry in XYZ format:
```
65
Properties=species:S:1:pos:R:3:mulliken_spin:R:1
W 1.47 -1.70 0.02 1.654
C -3.33 3.26 -1.64 0.000
C -3.68 2.80 -0.26 0.000
C -4.77 3.32 0.43 0.000
C -5.10 2.90 1.71 0.000
C -4.33 1.91 2.31 0.000
C -3.24 1.37 1.64 -0.002
C -2.91 1.81 0.36 -0.002
N -1.81 1.30 -0.36 -0.008
C -0.81 0.50 0.19 0.026
N -0.28 1.02 1.32 -0.058
C 0.78 0.58 2.16 -0.026
C 1.52 -0.56 1.85 0.085
C 2.50 -0.91 2.80 0.034
C 2.72 -0.18 3.95 -0.025
C 1.96 0.95 4.21 0.037
C 0.97 1.34 3.32 -0.031
C 0.12 2.55 3.61 0.000
N -0.43 -0.59 -0.39 0.003
C -1.15 -0.96 -1.58 -0.009
C -0.70 -0.50 -2.81 -0.018
C -1.37 -0.86 -3.97 0.003
C -2.48 -1.69 -3.88 0.003
C -2.91 -2.16 -2.65 0.012
C -2.25 -1.81 -1.47 -0.017
C -2.70 -2.29 -0.12 0.004
H -3.96 4.09 -1.94 0.000
H -3.45 2.47 -2.38 0.000
H -2.29 3.58 -1.69 0.000
H -5.37 4.09 -0.06 0.000
H -5.95 3.32 2.22 0.000
H -4.57 1.56 3.30 0.000
H -2.66 0.58 2.11 0.005
H -2.05 0.97 -1.29 -0.003
H -0.59 1.96 1.49 -0.003
H 3.10 -1.80 2.62 -0.002
H 3.49 -0.48 4.65 0.000
H 2.13 1.54 5.10 0.006
H 0.39 2.97 4.58 0.001
H -0.95 2.31 3.63 -0.001
H 0.26 3.34 2.87 -0.001
H 0.15 0.16 -2.82 -0.008
H -0.99 -0.50 -4.92 0.001
H -3.00 -1.99 -4.78 0.000
H -3.77 -2.82 -2.59 0.000
H -3.35 -3.16 -0.23 0.000
H -3.26 -1.52 0.41 -0.001
H -1.84 -2.57 0.49 0.000
Cl 2.78 -3.99 -0.58 0.027
C 4.07 -2.85 -0.31 0.034
C 3.69 -1.56 0.04 0.037
C 4.72 -0.67 0.27 -0.006
Cl 4.33 0.98 0.69 0.002
C 6.06 -1.03 0.15 -0.019
Cl 7.32 0.12 0.44 0.000
C 6.40 -2.34 -0.20 0.018
Cl 8.06 -2.80 -0.35 0.001
C 5.39 -3.27 -0.44 -0.012
Cl 5.78 -4.89 -0.88 0.000
O 0.39 -2.84 0.97 0.140
O 1.84 -1.96 -5.20 -0.004
S 2.41 -0.84 -4.47 0.028
O 3.85 -0.76 -4.53 0.012
O 1.72 0.43 -4.72 0.005
S 1.91 -1.26 -2.42 0.078
```

Spin multiplicity   3
Orbital gap (alpha / beta)   0.1446 / 0.1996 hartree
Relative energy (zero: lowest compared OMol25 entry of this formula, charge and spin)   51.7 kcal per mole
Charge   -2

***

C28H22N2O6PPtS | ωB97M-V with the def2-TZVPD basis set

The geometry in XYZ format:
```
61
Properties=species:S:1:pos:R:3:mulliken_charge:R:1
Pt 0.28 0.73 0.07 1.368
O 1.60 -2.42 0.46 -0.644
C 0.43 -2.56 0.68 -0.663
O 0.32 -0.37 1.71 -0.781
C -0.31 -3.67 -0.01 1.037
C -0.74 -4.76 0.72 -0.498
C -1.29 -5.86 0.07 -0.887
C -1.41 -5.86 -1.31 -0.750
C -1.00 -4.75 -2.05 -0.885
C -0.46 -3.65 -1.40 0.394
P -0.08 -2.10 -2.27 2.270
C -1.01 -2.06 -3.79 0.767
C -2.40 -2.22 -3.73 -0.583
C -3.16 -2.10 -4.88 -0.846
C -2.54 -1.81 -6.09 -0.498
C -1.16 -1.64 -6.16 -0.785
C -0.39 -1.76 -5.00 -0.444
C 1.68 -2.06 -2.62 0.523
C 2.54 -1.08 -2.15 0.276
C 3.89 -1.14 -2.47 -0.914
C 4.38 -2.18 -3.25 -0.631
C 3.52 -3.17 -3.71 -0.744
C 2.17 -3.11 -3.40 -0.581
H -0.62 -4.78 1.80 0.447
H -1.62 -6.72 0.64 0.428
H -1.84 -6.72 -1.82 0.442
H -1.14 -4.74 -3.13 0.455
H -2.89 -2.43 -2.78 0.435
H -4.24 -2.22 -4.84 0.423
H -3.14 -1.70 -7.00 0.417
H -0.68 -1.40 -7.10 0.441
H 0.67 -1.60 -5.05 0.437
H 2.17 -0.29 -1.54 0.258
H 4.56 -0.37 -2.10 0.445
H 5.43 -2.22 -3.49 0.404
H 3.90 -3.98 -4.32 0.427
H 1.51 -3.89 -3.77 0.391
O 0.07 1.03 -3.72 -0.238
C 0.12 1.54 -2.66 0.455
O 0.89 1.69 -1.68 -0.622
C -1.67 2.62 -2.18 0.781
O -2.12 2.96 -3.23 -0.350
O -1.63 2.56 -0.99 -0.320
C 1.16 4.89 1.45 -0.947
C 1.08 3.45 1.25 0.595
N 1.03 2.33 1.10 -0.175
H 0.15 5.29 1.55 0.298
H 1.65 5.34 0.59 0.298
H 1.73 5.10 2.36 0.326
S -0.94 -0.80 -0.97 -0.895
C -0.16 -1.68 1.83 1.124
N 0.54 -2.25 3.03 -0.156
C -0.03 -2.89 4.02 -0.382
C -1.41 -3.09 4.06 -0.764
C -2.21 -2.52 3.05 -0.360
C -1.66 -1.85 2.00 -0.880
H 1.52 -2.02 3.04 0.253
H 0.61 -3.25 4.81 0.412
H -1.84 -3.62 4.90 0.383
H -3.30 -2.59 3.12 0.437
H -2.28 -1.36 1.27 0.374
```

Orbital gap (alpha / beta)   0.1276 / 0.1276 hartree
Charge   +1

***

C28H22N3O5Rh | ωB97M-V with the def2-TZVPD basis set

The geometry in XYZ format:
```
59
Properties=species:S:1:pos:R:3:mulliken_charge:R:1
Rh 1.37 -0.14 -1.03 0.474
O 1.75 3.96 -0.16 -0.843
C 1.73 2.72 -0.08 0.212
O 1.38 1.94 -1.03 -0.703
C 2.12 2.13 1.30 -0.008
C 1.02 1.23 1.91 -0.068
C 1.19 1.19 3.43 -1.017
C 2.46 0.30 3.56 -1.099
C 2.74 -0.03 2.08 0.138
O 1.42 -0.09 1.54 -0.245
C 3.36 1.19 1.38 -0.110
C 4.09 0.80 0.06 -0.055
O 5.26 1.19 -0.03 -0.828
O 3.49 0.08 -0.79 -0.566
H 2.27 3.01 1.93 0.514
H 0.01 1.44 1.55 0.490
H 0.32 0.70 3.90 0.333
H 1.30 2.18 3.86 0.405
H 2.24 -0.61 4.12 0.307
H 3.30 0.81 4.04 0.402
H 3.26 -0.98 1.92 0.570
H 4.15 1.62 2.00 0.410
N -1.21 0.96 -1.16 0.003
C -2.03 1.80 -0.89 0.260
C -2.83 2.92 -0.90 0.153
C -2.32 4.21 -0.57 -0.678
C -3.15 5.31 -0.56 -0.396
C -4.52 5.20 -0.85 -0.538
C -5.03 3.94 -1.16 -0.346
C -4.23 2.82 -1.20 -0.707
H -1.26 4.31 -0.36 0.538
H -2.73 6.28 -0.33 0.356
H -5.15 6.08 -0.85 0.340
H -6.09 3.84 -1.39 0.322
H -4.64 1.85 -1.44 0.413
N 1.09 -5.77 2.03 -0.615
C 1.37 -5.07 1.16 -0.046
C 1.75 -4.23 0.05 0.106
C 2.54 -4.74 -0.96 -0.295
C 2.89 -3.89 -2.00 -0.806
C 2.43 -2.59 -2.01 -0.274
N 1.65 -2.09 -1.03 0.153
C 1.32 -2.91 -0.02 -0.192
H 2.87 -5.77 -0.92 0.473
H 3.51 -4.24 -2.82 0.397
H 2.71 -1.88 -2.78 0.403
H 0.68 -2.49 0.75 0.648
C -0.61 -0.20 -1.23 -0.512
C -1.58 -1.32 -1.24 0.596
C -1.29 -2.52 -1.90 -0.060
C -2.18 -3.58 -1.92 -0.664
C -3.41 -3.48 -1.28 -0.451
C -3.73 -2.29 -0.64 -0.655
C -2.84 -1.22 -0.63 -0.578
H -0.34 -2.60 -2.43 0.447
H -1.92 -4.49 -2.44 0.366
H -4.11 -4.31 -1.28 0.356
H -4.69 -2.18 -0.14 0.360
H -3.11 -0.31 -0.11 0.412
```

Orbital gap (alpha / beta)   0.1591 / 0.1584 hartree
Relative energy (zero: lowest compared OMol25 entry of this formula, charge and spin)   15.5 kcal per mole
Charge   -2